Formula: C8H9N2O3
Source: OMol25
Level of theory: ωB97M-V/def2-TZVPD

E_HOMO: -0.1000 Eh
ΔE to the lowest compared entry with this formula, charge and spin: 16.19 kcal per mole
F_max: 3.3 eV/Å
net charge: -1
gap between HOMO and LUMO: 6.25 eV

CARTESIAN COORDINATES (ANGSTROEM)
C1 2.86913 -0.92930 1.81042
C2 3.47258 -0.18455 0.77780
C3 1.57235 -1.17572 1.32872
C4 2.56357 -0.02943 -0.27628
C5 -1.53375 0.72942 -1.44919
C6 -2.50720 0.80996 -3.64427
C7 -2.76049 1.44131 -0.86274
C8 0.31547 -0.74732 -0.79318
N1 1.39476 -0.59994 0.12891
N2 -0.72249 0.13799 -0.57290
O1 -3.55127 0.40536 -3.11817
O2 -1.26609 0.58948 -2.73698
O3 -2.13918 1.44646 -4.57581
H1 3.29366 -1.23107 2.73622
H2 4.44365 0.18048 0.91591
H3 0.94910 -2.00869 1.76386
H4 2.54102 0.62012 -1.10940
H5 -2.87698 2.54934 -1.07855
H6 -3.57051 0.91467 -1.30033
H7 -2.79137 1.28300 0.19261
H8 0.55275 -0.91518 -1.87129
H9 -0.86012 0.26255 0.38467

Charges in e, computed with Löwdin, in the same order as the atoms: -0.12, -0.13, -0.15, -0.10, -0.33, -0.69, -0.01, -0.19, -0.16, 0.06, -0.02, 0.04, 0.06, 0.06, 0.05, 0.12, 0.10, 0.11, 0.04, 0.06, 0.09, 0.12

Formula: C18H21BeBrN2O3
Source: OMol25
Level of theory: ωB97M-V/def2-TZVPD

E_HOMO: 0.0222 Eh
F_max: 2.5 eV/Å
net charge: -2
gap between HOMO and LUMO: 4.04 eV

CARTESIAN COORDINATES (ANGSTROEM)
C1 -0.44790 -1.66741 -3.62143
C2 -0.51558 -2.64153 -2.62541
C3 -1.14730 -2.05965 -1.42788
H1 -0.14158 -3.65732 -2.70026
C4 -1.58799 -0.72938 -1.85298
C5 -1.12910 -0.49374 -3.15855
H2 -1.27966 0.41131 -3.73510
H3 0.01499 -1.77485 -4.59855
H4 -1.59261 -2.64039 -0.60877
H5 -2.21038 -0.06223 -1.26269
Be1 0.39623 -1.82016 -0.33276
Br1 1.74703 -3.32389 -0.73543
C6 3.09465 0.47630 -1.60815
C7 2.18306 1.18527 -2.44229
C8 2.00091 0.42458 -3.63159
H6 1.66588 2.10679 -2.16991
C9 2.72356 -0.78868 -3.49530
C10 3.38754 -0.76494 -2.23864
H7 3.94092 -1.58952 -1.78508
H8 3.47077 0.80109 -0.64503
H9 1.34701 0.69098 -4.46627
H10 2.69873 -1.64125 -4.17902
C11 -2.88468 -0.28583 2.00117
C12 -1.59656 -0.16364 2.80694
C13 -0.51952 0.86632 2.36437
C14 -0.89845 2.36607 2.63172
C15 -2.18630 2.90455 2.05411
C16 0.69491 0.60510 3.30593
O1 0.69854 0.84328 4.50558
N1 1.78924 0.06262 2.67891
C17 1.89927 -0.47984 1.38793
O2 2.98124 -0.83949 0.97475
N2 0.68634 -0.51776 0.69138
C18 -0.15149 0.55706 0.90656
O3 -0.63540 1.24670 -0.00279
H11 -3.47365 0.63508 2.02803
H12 -3.49321 -1.09315 2.43427
H13 -2.69925 -0.55727 0.95333
H14 -1.83952 0.00884 3.86984
H15 -1.09996 -1.14876 2.77426
H16 -0.90052 2.53960 3.72431
H17 -0.06834 2.97315 2.24209
H18 -3.05915 2.45638 2.52992
H19 -2.23189 3.98642 2.22833
H20 -2.22142 2.72960 0.97743
H21 2.59060 -0.13640 3.25273

Charges in e, computed with Löwdin, in the same order as the atoms: -0.16, -0.25, -0.31, 0.04, -0.17, -0.15, 0.07, 0.08, 0.08, 0.06, -0.02, 0.31, -0.23, -0.21, -0.25, 0.05, -0.24, -0.26, 0.03, 0.04, 0.05, 0.05, -0.08, -0.17, -0.26, -0.17, -0.11, -0.40, 0.04, 0.20, -0.51, 0.04, 0.10, -0.39, 0.08, 0.05, 0.07, 0.07, 0.12, 0.12, 0.11, 0.13, 0.05, 0.07, 0.07, 0.15

Formula: CH5PS
Source: OMol25
Level of theory: ωB97M-V/def2-TZVPD

E_HOMO: -0.3193 Eh
SMILES string: [H][H].CP=S
ΔE to the lowest compared entry with this formula, charge and spin: 48.20 kcal per mole
F_max: 10.4 eV/Å
gap between HOMO and LUMO: 7.32 eV

CARTESIAN COORDINATES (ANGSTROEM)
C1 -0.25530 0.43590 -1.10801
P1 0.93325 -0.60117 0.08027
S1 2.60984 0.11797 -0.63010
H1 -0.09641 0.23504 -2.19636
H2 -0.08845 1.41764 -0.77348
H3 -1.23986 0.08931 -1.01801
H4 -0.99224 -0.62739 2.64402
H5 -0.87083 -1.06731 3.00167

Charges in e, computed with Löwdin, in the same order as the atoms: -0.41, 0.37, 0.06, 0.04, -0.02, -0.03, -0.02, 0.01

Formula: C4H12N2
Source: OMol25
Level of theory: ωB97M-V/def2-TZVPD

E_HOMO: -0.3310 Eh
SMILES string: NCCCCN
ΔE to the lowest compared entry with this formula, charge and spin: 8.87 kcal per mole
F_max: 0.8 eV/Å
gap between HOMO and LUMO: 10.08 eV

CARTESIAN COORDINATES (ANGSTROEM)
C1 -0.75322 1.29068 -0.27602
N1 -0.01054 2.14737 -1.18848
C2 0.11261 0.73538 0.84140
C3 1.05134 -0.40100 0.40493
C4 0.36563 -1.57341 -0.24649
N2 -0.73524 -2.08071 0.58492
H1 -1.26831 0.44390 -0.73521
H2 -1.57019 1.84479 0.20266
H3 0.94153 1.81675 -1.28934
H4 -0.40132 2.18630 -2.12105
H5 -0.58881 0.31587 1.55937
H6 0.73361 1.51111 1.29964
H7 1.65918 -0.73087 1.24544
H8 1.79092 -0.03355 -0.32016
H9 -0.03895 -1.26613 -1.21301
H10 1.08587 -2.35914 -0.49581
H11 -0.38606 -2.27843 1.51499
H12 -1.12716 -2.92378 0.18906

Charges in e, computed with Löwdin, in the same order as the atoms: -0.31, 0.00, -0.21, -0.22, -0.31, 0.00, 0.09, 0.11, 0.05, 0.06, 0.10, 0.11, 0.10, 0.10, 0.10, 0.10, 0.07, 0.06

Formula: C5H7NO
Source: OMol25
Level of theory: ωB97M-V/def2-TZVPD

E_HOMO: -0.3633 Eh
SMILES string: C#CCCNC=O
ΔE to the lowest compared entry with this formula, charge and spin: 40.65 kcal per mole
F_max: 0.5 eV/Å
gap between HOMO and LUMO: 10.75 eV

CARTESIAN COORDINATES (ANGSTROEM)
O1 -2.97412 -0.50392 -0.16408
C1 -2.32365 0.49910 0.05805
N1 -0.98355 0.50870 0.27798
C2 -0.28503 -0.73812 0.49520
C3 0.94235 -0.87508 -0.41335
C4 1.89826 0.23659 -0.34486
C5 2.67758 1.15584 -0.34614
H1 -2.77571 1.50454 0.10489
H2 -0.52192 1.36857 0.53771
H3 -0.99402 -1.52487 0.23022
H4 -0.06851 -0.83773 1.56617
H5 1.45951 -1.81996 -0.20786
H6 0.56953 -0.93520 -1.44225
H7 3.37929 1.96155 -0.35168

Charges in e, computed with Löwdin, in the same order as the atoms: 0.01, -0.36, 0.02, -0.20, -0.19, -0.15, 0.11, 0.13, 0.13, 0.11, 0.13, 0.12, 0.12, 0.02

Formula: C6H6OS
Source: OMol25
Level of theory: ωB97M-V/def2-TZVPD

E_HOMO: -0.3078 Eh
ΔE to the lowest compared entry with this formula, charge and spin: 75.43 kcal per mole
F_max: 6.9 eV/Å
gap between HOMO and LUMO: 8.95 eV

CARTESIAN COORDINATES (ANGSTROEM)
C1 -2.10613 0.48278 -0.36675
C2 -0.89500 1.15029 -0.34694
C3 0.11031 0.32129 0.41254
C4 1.56355 0.48393 0.04792
C5 1.85455 -0.78339 -0.51935
C6 -0.21281 -1.16781 0.37838
H1 -2.91704 0.87323 -0.78790
H2 -0.93367 2.26642 -0.58236
H3 -0.23147 0.59468 1.69690
H4 2.09460 1.44032 0.16570
H5 2.59109 -1.12903 -1.11947
H6 0.09459 -1.51910 1.49814
O1 0.81040 -1.66405 -0.36503
S1 -1.82298 -1.34955 -0.11177

Charges in e, computed with Löwdin, in the same order as the atoms: -0.29, -0.13, -0.38, 0.00, -0.05, -0.75, 0.01, 0.13, 0.22, 0.11, 0.08, 0.17, -0.10, 0.96